The following is a DFT calculation (ωB97M-V/def2-TZVPD) of a molecular structure, C29H49BN12S3Ta.

Each line ends with the Mulliken charge.
Positions of all 95 atoms, in Å:
Ta (-0.306, -1.008, 0.519)  1.1842
C (1.460, -3.660, -0.360)  -0.9995
C (1.951, -3.063, 0.966)  -0.0065
N (0.769, -2.618, 1.755)  -0.4733
C (-0.080, -3.770, 2.204)  -0.8047
C (-1.566, -3.419, 2.144)  -0.7133
N (-1.894, -2.604, 0.924)  -0.6598
C (-2.245, -3.410, -0.275)  -0.8493
C (-0.981, -4.074, -0.777)  -0.6300
N (0.130, -3.070, -0.727)  -0.3581
H (2.178, -3.442, -1.149)  0.4280
H (1.368, -4.743, -0.314)  0.4283
H (2.554, -3.774, 1.534)  0.6457
H (2.566, -2.181, 0.786)  -0.2604
H (1.120, -2.134, 2.578)  0.4862
H (0.162, -4.620, 1.576)  0.3394
H (0.197, -4.058, 3.218)  0.6031
H (-2.186, -4.316, 2.173)  0.5656
H (-1.838, -2.816, 3.008)  0.3073
H (-2.723, -2.060, 1.163)  0.2615
H (-3.026, -4.135, -0.040)  0.5719
H (-2.651, -2.724, -1.024)  0.3077
H (-0.721, -4.948, -0.186)  0.4960
H (-1.111, -4.424, -1.801)  0.5053
H (0.226, -2.709, -1.671)  -0.0864
C (-4.917, 2.976, 2.155)  -2.1723
C (-4.248, 1.927, 1.274)  1.0602
C (-4.928, 1.921, -0.094)  -1.4908
C (-4.324, 0.573, 1.968)  -1.3714
N (-2.790, 2.326, 1.069)  0.5660
C (-2.241, 3.474, 1.590)  -0.6044
C (-1.017, 3.632, 1.036)  -1.1597
N (-0.792, 2.585, 0.177)  0.6106
B (0.414, 2.704, -0.827)  0.6977
N (0.143, 1.987, -2.166)  0.1374
C (-0.411, 2.649, -3.236)  -1.1484
C (-0.487, 1.779, -4.264)  -0.4516
N (0.019, 0.570, -3.831)  0.4910
C (0.387, 0.725, -2.542)  -0.0548
S (1.087, -0.512, -1.525)  -0.3012
C (0.064, -0.669, -4.698)  1.0037
C (1.491, -1.210, -4.751)  -1.3425
C (-0.947, -1.671, -4.140)  -0.7652
C (-0.353, -0.298, -6.120)  -2.2381
N (1.833, 2.321, -0.294)  0.7918
C (2.922, 3.007, -0.778)  -1.2493
C (4.013, 2.600, -0.092)  -0.4705
N (3.603, 1.661, 0.828)  0.4870
C (2.277, 1.489, 0.658)  -0.2912
S (1.185, 0.534, 1.637)  -0.0034
C (4.493, 1.129, 1.936)  1.2290
C (3.988, 1.701, 3.261)  -1.5223
C (4.463, -0.396, 1.913)  -1.4628
C (5.918, 1.602, 1.682)  -2.1734
C (-1.873, 1.783, 0.242)  0.1826
S (-2.044, 0.257, -0.609)  -0.4862
H (-5.966, 2.700, 2.251)  0.4392
H (-4.888, 3.971, 1.711)  0.5475
H (-4.498, 3.007, 3.161)  0.4882
H (-5.994, 1.748, 0.053)  0.5065
H (-4.558, 1.138, -0.751)  0.2653
H (-4.814, 2.886, -0.589)  0.4035
H (-5.374, 0.322, 2.114)  0.5938
H (-3.855, 0.611, 2.950)  0.3371
H (-3.870, -0.215, 1.368)  0.0720
H (-2.773, 4.113, 2.267)  0.6833
H (-0.311, 4.437, 1.140)  0.7559
H (0.480, 3.868, -1.076)  -0.1602
H (-0.674, 3.690, -3.180)  0.7019
H (-0.834, 1.929, -5.267)  0.5859
H (1.861, -1.548, -3.787)  0.1706
H (2.174, -0.453, -5.136)  0.4373
H (1.515, -2.058, -5.435)  0.5044
H (-0.775, -1.873, -3.081)  -0.3663
H (-0.873, -2.605, -4.696)  0.5640
H (-1.964, -1.292, -4.246)  0.4392
H (0.324, 0.428, -6.569)  0.5093
H (-1.378, 0.067, -6.174)  0.5565
H (-0.304, -1.203, -6.723)  0.4544
H (2.828, 3.745, -1.555)  0.7032
H (5.035, 2.915, -0.175)  0.6295
H (2.973, 1.382, 3.489)  0.3097
H (4.025, 2.790, 3.249)  0.4009
H (4.632, 1.352, 4.067)  0.4889
H (3.507, -0.789, 2.257)  0.1913
H (5.233, -0.770, 2.587)  0.6253
H (4.691, -0.773, 0.913)  0.3576
H (6.014, 2.684, 1.765)  0.5138
H (6.301, 1.271, 0.717)  0.4858
H (6.553, 1.168, 2.453)  0.4622
N (-1.094, -0.494, 2.277)  0.3465
C (-1.161, -0.111, 3.418)  0.8586
N (-1.321, 0.194, 4.572)  -0.6310
C (-0.794, 0.893, 5.556)  0.3554
N (-0.355, 1.503, 6.426)  -0.3733

Calculated values
HOMO: -16.6 eV
energy: -83465.83180 eV
charge: +3
E_LUMO: -9.838 eV
orbital gap: 0.2500 Eh



The following is a DFT calculation (ωB97M-V/def2-TZVPD) of a molecular structure, C3H5NO2.

Each line ends with the natural charge from an NBO analysis.
Positions of all 11 atoms, in Å:
C (0.510, -0.272, 1.713)  -0.6626
C (-0.422, 0.713, 0.361)  0.5418
O (-1.123, 1.687, 0.182)  -0.5104
C (-0.031, -0.177, -0.794)  0.5171
O (0.669, -1.123, -0.506)  -0.5784
N (-0.455, 0.103, -2.031)  -0.7924
H (-0.281, -0.549, 2.399)  0.2061
H (1.106, -1.212, 1.555)  0.2494
H (1.219, 0.453, 2.097)  0.2068
H (-1.035, 0.903, -2.216)  0.4126
H (-0.158, -0.528, -2.759)  0.4101

Calculated values
HOMO: -9.7 eV
energy: -8775.24264 eV
charge: 0
E_LUMO: 0.115 eV
orbital gap: 0.3594 Eh